A structure of composition C50H31Cl2N5Pt in a non-equilibrium geometry, computed with ωB97M-V with the def2-TZVPD basis set.

Multiplicity = 3
ΔE to the lowest compared entry with this formula, charge and spin = 2453.4 kJ/mol
HOMO (spin up / spin down) = -0.0139 / -0.0118 hartree
LUMO level (spin up / spin down) = 0.1487 / 0.1449 Eh
Net charge = -2
Frontier orbital gap (spin up / spin down) = 4.42 / 4.26 eV
Expectation value of S² = 2.14
Calculated total energy = -3236.569925 hartree

```
89
C50H31Cl2N5Pt, DFT ωB97M-V with the def2-TZVPD basis set
Pt -0.33605 -1.11349 0.73338
C 2.68602 -7.05685 -3.40174
C 2.33519 -5.89620 -4.07828
C 1.76972 -4.82851 -3.39743
C 1.53122 -4.89291 -2.02140
C 1.87334 -6.07596 -1.35900
C 2.44843 -7.14070 -2.03646
C 0.94454 -3.74648 -1.28601
C -0.27136 -3.18578 -1.78696
C -1.01996 -3.49552 -2.99221
C -1.98243 -2.54027 -3.11936
C -1.90726 -1.65777 -2.00034
N -0.88140 -2.17294 -1.20317
C -4.11110 -0.75844 -1.40526
C -2.19497 -0.05854 -0.32755
C -5.12547 0.72644 0.17559
C -4.20027 1.20157 1.10933
C -2.79602 0.81659 1.67387
C -2.19856 1.12271 2.85706
C -2.90678 1.96798 3.84758
C -2.37548 3.19805 4.23775
C -3.02270 3.98547 5.17693
C -4.21097 3.55161 5.75154
C -4.76020 2.34186 5.35208
C -4.11727 1.56090 4.40200
C -0.85118 0.61628 3.20697
N -0.01214 -0.24095 2.49562
C 1.09259 -0.50688 3.24774
C 2.15030 -1.40727 2.85999
C 3.27186 -1.53276 3.83092
C 3.58024 -2.76118 4.41674
C 4.60958 -2.87507 5.34087
C 5.35636 -1.76156 5.69798
C 5.06195 -0.53276 5.12066
C 4.02932 -0.42048 4.20242
C 2.21537 -2.19449 1.72402
C 3.30665 -3.07480 1.36514
C 2.95480 -3.72679 0.23789
C 1.63212 -3.27631 -0.15944
N 1.24522 -2.31974 0.75115
C 0.97522 0.17994 4.47052
C -0.23078 0.86554 4.44128
N -1.95591 0.09827 0.86194
C -5.41445 -0.71758 -0.77342
C -5.62682 -1.79248 0.26785
C -6.87730 -2.25411 0.56290
C -8.02203 -1.88739 -0.17853
C -7.82333 -1.11106 -1.32820
C -6.59590 -0.60212 -1.68114
H 3.13919 -7.88522 -3.93266
H 2.51713 -5.81511 -5.14357
H 1.53122 -3.91338 -3.92568
H 1.67294 -6.15481 -0.29793
H 2.71229 -8.04286 -1.49693
H -0.81893 -4.31386 -3.66150
H -2.73183 -2.43050 -3.88944
H -5.98772 1.38606 0.05992
H -4.53071 2.13003 1.57020
H -1.45043 3.53134 3.78356
H -2.59762 4.93998 5.46408
H -4.70744 4.15954 6.49828
H -5.68690 1.99696 5.79380
H -4.54505 0.61704 4.08710
H 2.98665 -3.62641 4.14951
H 4.82299 -3.83661 5.79280
H 6.15803 -1.84859 6.42132
H 5.64160 0.34236 5.38975
H 3.80220 0.53676 3.75036
H 4.23268 -3.17270 1.90678
H 3.55097 -4.43722 -0.30921
H 1.67894 0.14662 5.28556
H -0.64129 1.47758 5.22736
H -4.74809 -2.10074 0.82662
H -6.98435 -2.96351 1.38074
H -9.00723 -2.25767 0.08464
H -8.66985 -0.92587 -1.98664
H -6.44199 -0.04666 -2.60245
Cl 1.44968 -0.77306 -4.14700
C 0.02879 0.19846 -3.71640
C -0.73316 0.64578 -4.76092
C -1.87566 1.50559 -4.71198
C -2.57421 1.66058 -3.52369
C -2.53189 0.63837 -2.61200
Cl -2.72102 -0.42755 -1.60672
C 0.10871 0.56643 -2.32665
N 0.37933 0.78840 -1.21982
H -0.38579 0.31992 -5.73462
H -2.15413 2.06585 -5.59566
H -3.23541 2.50273 -3.32746
```



A structure of composition C50H33Cl4CrN6O2S5 in a non-equilibrium geometry, computed with ωB97M-V with the def2-TZVPD basis set.

Multiplicity = 4
HOMO (spin up / spin down) = -0.2564 / -0.2564 hartree
LUMO level (spin up / spin down) = -0.0645 / -0.0695 Eh
Net charge = 0
Frontier orbital gap (spin up / spin down) = 5.22 / 5.09 eV
Expectation value of S² = 3.78
Calculated total energy = -7280.436476 hartree

```
101
C50H33Cl4CrN6O2S5, DFT ωB97M-V with the def2-TZVPD basis set
Cr -0.03614 -0.51293 0.03882
Cl 1.82278 7.48072 -4.59514
C 1.62105 6.06764 -3.62058
C 1.19246 4.86506 -4.18425
C 1.01789 3.73825 -3.36997
C 1.19405 3.84385 -1.98917
C 1.57041 5.06779 -1.43994
C 1.77419 6.17484 -2.24943
C 0.90156 2.59897 -1.18945
C 1.92407 1.64822 -0.96715
C 3.33755 1.96367 -0.96373
C 3.99857 0.89534 -0.42634
C 2.99838 -0.13009 -0.16641
C 3.33540 -1.32055 0.43762
C 4.73629 -1.54649 0.90185
C 5.72923 -2.18140 0.13890
C 7.00390 -2.36340 0.61655
C 7.33511 -2.02197 1.92419
Cl 8.90432 -2.34760 2.57227
C 6.35250 -1.44146 2.69008
C 5.07308 -1.21666 2.20620
C 2.40191 -2.37297 0.44574
N 1.09511 -2.19904 0.04421
C 0.69358 -3.43531 -0.36932
C -0.46305 -3.73372 -1.08677
C -0.59286 -5.12453 -1.65217
C -1.14810 -6.15551 -0.91099
C -1.37398 -7.39701 -1.44132
C -1.03150 -7.64180 -2.77801
Cl -1.34798 -9.20706 -3.49551
C -0.42876 -6.63414 -3.49773
C -0.22502 -5.37513 -2.97400
C -1.44475 -2.75377 -1.38221
C -2.74522 -3.14951 -1.84329
C -3.53341 -2.04450 -1.70870
C -2.69639 -0.97422 -1.27678
N -1.38136 -1.40637 -1.17429
C -3.17520 0.29523 -0.91461
C -2.33556 1.32024 -0.56895
C -2.64309 2.71286 -0.70069
C -1.47256 3.35147 -0.88521
C -0.41620 2.37085 -0.82037
N -0.95919 1.15164 -0.47785
C -4.59767 0.63191 -1.13079
C -5.44844 1.05518 -0.10304
C -6.74686 1.46345 -0.33182
C -7.21615 1.34373 -1.63457
Cl -8.87804 1.71822 -1.93263
C -6.40068 0.93625 -2.68996
C -5.07570 0.61044 -2.42796
C 1.73940 -4.39649 -0.18689
C 2.78950 -3.75137 0.40815
N 1.77157 0.35901 -0.53476
H 1.04715 4.83696 -5.25550
H 0.64643 2.81993 -3.77985
H 1.76645 5.08381 -0.36389
H 2.04877 7.10398 -1.77892
H 3.79874 2.91405 -1.17528
H 5.06719 0.70819 -0.26627
H 5.50210 -2.51806 -0.89118
H 7.74303 -2.83506 -0.01768
H 6.57610 -1.25303 3.71725
H 4.34060 -0.78494 2.87759
H -1.47770 -5.90977 0.08159
H -1.86696 -8.14625 -0.85584
H -0.09663 -6.77176 -4.52811
H 0.18254 -4.57257 -3.58846
H -2.96331 -4.16727 -2.12613
H -4.56419 -1.93791 -1.98965
H -3.64958 3.12237 -0.70287
H -1.41543 4.44148 -0.93577
H -5.03631 1.09363 0.90833
H -7.32990 1.87002 0.48051
H -6.76762 0.99170 -3.70932
H -4.37494 0.40350 -3.23124
H 1.69353 -5.42036 -0.48436
H 3.77215 -4.15381 0.56893
C -3.47078 -1.36668 3.46778
O -2.04511 -1.22649 3.55210
C -1.21030 -0.99927 2.55888
O -1.43832 -1.14122 1.36474
N 0.03279 -0.58577 2.94391
N 0.63328 0.21048 1.95042
H -3.79066 -1.29034 4.50298
H -3.75529 -2.32058 3.05470
H -3.86009 -0.54937 2.82881
H 0.03686 -0.23116 3.91360
H 1.63040 0.15302 2.05571
H 0.26541 1.17761 2.08004
C 2.57034 3.37376 3.68930
S 1.42743 3.84148 2.34474
C -0.00186 4.38559 3.20562
C -1.03797 3.59863 3.52135
S -1.41683 1.97406 3.25064
S -2.29888 4.38365 4.44997
C -1.53701 5.89966 4.71973
S -2.20198 7.13112 5.59875
S -0.04557 6.05650 3.83133
H 2.89470 4.25350 4.24216
H 3.43220 2.84244 3.25064
H 2.04501 2.68078 4.33633
```